Computed, not measured: C6H8N2O in the gas phase in a non-equilibrium geometry, with ωB97M-V with the def2-TZVPD basis set.

Largest force on an atom ... 0.04902 hartree/bohr
LUMO energy ... 0.81 eV
Calculated total energy ... -418.10565 hartree
HOMO level ... -9.15 eV

Element x y z (Å)
H1 -1.290 1.424 2.009
C1 1.125 -0.399 -0.501
O1 -0.044 3.137 -0.524
C2 0.059 2.153 0.398
H2 1.460 -3.215 -0.122
C3 0.292 -1.499 -0.213
H3 -0.289 -3.540 0.037
H4 0.382 -3.134 -1.558
C4 -1.240 1.465 0.941
H5 -2.168 1.876 0.515
H6 0.689 2.505 1.216
C5 0.453 -2.942 -0.492
N1 -0.742 0.242 0.328
C6 0.454 0.719 -0.010
H7 -0.362 2.722 -1.328
H8 2.098 -0.424 -0.996
N2 -0.877 -1.090 0.300

Cartesian forces (eV/Å) of the 3 atoms listed first:
H -0.149 -0.059 0.676
C 1.858 0.535 -0.097
O -0.110 0.797 -0.995



Computed, not measured: a molecular structure, C6H8N2O2 in a non-equilibrium geometry, with ωB97M-V with the def2-TZVPD basis set.

Largest force on an atom ... 0.10173 hartree/bohr
LUMO energy ... 0.61 eV
Calculated total energy ... -493.18862 hartree
HOMO level ... -9.22 eV

Element x y z (Å)
H1 -0.162 -1.638 -1.551
C1 0.198 -0.197 0.252
C2 -0.692 -1.341 0.728
H2 -0.661 1.023 1.825
C3 -1.851 -0.304 0.594
C4 1.641 -0.098 0.254
N1 -1.106 2.071 0.083
H3 -1.152 1.976 -0.926
C5 -0.607 -1.089 -0.724
H4 3.438 -0.394 -0.511
H5 2.105 -0.287 -2.026
H6 -0.469 2.818 0.333
N2 2.653 -0.565 0.746
H7 -0.485 -2.189 1.376
C6 -0.830 0.842 0.756
O1 -1.895 -0.519 -0.844
H8 -2.832 -0.302 1.073
O2 2.708 0.193 -1.439

Cartesian forces (eV/Å) of the 3 atoms listed first:
H -0.145 0.136 0.251
C 0.081 1.169 -0.581
C 0.200 -0.500 0.330



Computed, not measured: C6H8N2O2 in the gas phase in a non-equilibrium geometry, with ωB97M-V with the def2-TZVPD basis set.

Largest force on an atom ... 0.06735 hartree/bohr
LUMO energy ... 0.46 eV
Calculated total energy ... -493.39385 hartree
HOMO level ... -8.41 eV

Element x y z (Å)
H1 2.908 1.913 0.033
C1 -0.527 -2.235 -0.083
H2 -0.638 -3.316 -0.117
H3 -2.506 -1.355 -0.503
N1 0.660 -1.668 0.252
H4 -3.058 2.239 -0.323
H5 2.796 -0.822 1.307
C2 0.549 -0.296 0.195
H6 -1.067 1.716 -1.430
C3 -0.756 0.010 -0.183
C4 -1.445 -1.225 -0.306
N2 1.843 1.730 -0.138
C5 1.663 0.611 0.431
H7 -0.835 2.100 0.277
H8 1.535 -2.175 0.311
C6 -1.313 1.380 -0.407
O1 2.907 0.044 0.899
O2 -2.714 1.349 -0.215

Cartesian forces (eV/Å) of the 3 atoms listed first:
H -2.449 0.161 -0.372
C -0.596 -0.011 0.081
H 0.013 0.358 0.019



Computed, not measured: C6H8N2O2 in the gas phase in a non-equilibrium geometry, with ωB97M-V with the def2-TZVPD basis set.

Largest force on an atom ... 0.10263 hartree/bohr
LUMO energy ... -0.05 eV
Calculated total energy ... -493.32141 hartree
HOMO level ... -8.66 eV

Element x y z (Å)
H1 -1.558 2.534 0.590
H2 3.618 1.225 -0.717
C1 0.212 -1.080 0.046
C2 -0.169 -2.464 0.159
H3 -0.240 -2.729 1.213
N1 1.560 -0.858 0.254
N2 3.254 0.666 0.029
H4 -2.410 2.369 -0.908
C3 1.975 0.399 -0.024
O1 1.139 1.307 -0.233
H5 -1.096 -2.572 -0.323
C4 -2.280 1.946 0.028
H6 -3.285 1.965 0.409
O2 -2.646 -0.427 0.033
H7 3.696 -0.033 0.585
H8 0.584 -3.143 -0.458
C5 -0.525 0.053 -0.240
C6 -1.841 0.501 0.017

Cartesian forces (eV/Å) of the 3 atoms listed first:
H -0.237 0.225 0.116
H 0.691 0.140 0.356
C 3.800 3.628 0.497



Computed, not measured: C6H8N2O3S2 in the gas phase in a non-equilibrium geometry, with ωB97M-V with the def2-TZVPD basis set.

Largest force on an atom ... 0.06868 hartree/bohr
LUMO energy ... -0.29 eV
Calculated total energy ... -1364.83135 hartree
HOMO level ... -9.23 eV

Element x y z (Å)
H1 -1.718 0.386 -0.789
O1 -1.269 -3.114 0.359
O2 5.962 -0.170 0.477
S1 1.553 -2.246 -0.245
H2 4.476 -2.016 0.128
C1 0.015 -1.290 -0.007
C2 -0.376 0.789 1.457
C3 -0.745 0.868 -1.011
O3 4.411 1.141 -0.048
H3 -1.463 0.496 1.698
C4 2.653 -0.866 -0.149
N1 -1.111 -1.765 0.202
H4 -0.319 0.725 -1.928
H5 0.143 0.299 2.384
N2 4.827 0.049 0.183
H6 -0.080 1.820 1.167
H7 -2.140 -3.226 0.901
H8 -0.701 2.020 -0.901
C5 0.127 0.187 0.082
S2 1.913 0.751 -0.132
C6 3.967 -1.046 0.059

Cartesian forces (eV/Å) of the 3 atoms listed first:
H 0.182 0.878 -0.920
O -1.441 -0.991 1.052
O 2.309 -0.753 0.787



Computed, not measured: a molecular structure, C6H8N2OP2 in a non-equilibrium geometry, with ωB97M-V with the def2-TZVPD basis set.

Largest force on an atom ... 0.07354 hartree/bohr
LUMO energy ... -0.99 eV
Calculated total energy ... -1100.74058 hartree
HOMO level ... -7.92 eV

Element x y z (Å)
H1 -1.064 -3.991 0.255
C1 0.013 2.470 0.532
H2 0.613 1.772 2.422
H3 0.330 0.577 -2.327
C2 0.509 1.541 1.453
C3 0.898 0.290 0.994
H4 1.605 -3.155 -0.294
H5 -0.422 2.759 -1.526
C4 0.875 0.036 -0.373
O1 1.325 -1.237 -0.926
H6 -2.253 0.536 0.259
C5 0.368 0.901 -1.294
N1 -1.324 -1.607 0.147
P1 -2.638 -0.803 -0.223
P2 -0.715 -2.904 -0.620
H7 -0.366 3.521 0.757
H8 1.256 -0.463 1.739
N2 0.995 -2.351 -0.170
C6 -0.006 2.107 -0.803

Cartesian forces (eV/Å) of the 3 atoms listed first:
H 0.769 0.364 0.330
C -0.148 1.131 -0.014
H 0.173 0.751 3.494



Computed, not measured: C6H8N2S in the gas phase in a non-equilibrium geometry, with ωB97M-V with the def2-TZVPD basis set.

Largest force on an atom ... 0.07628 hartree/bohr
LUMO energy ... 0.76 eV
Calculated total energy ... -741.03889 hartree
HOMO level ... -8.88 eV

Element x y z (Å)
C1 -2.779 -1.848 1.168
H1 3.036 -0.080 -1.267
C2 2.242 -0.170 -0.519
N1 -0.784 1.267 1.233
H2 -1.967 0.372 -1.226
C3 -1.530 -0.611 -0.860
S1 1.731 1.343 0.291
H3 -3.300 -2.412 1.850
C4 -0.002 0.751 0.388
H4 -1.690 0.743 1.149
C5 -2.293 -1.249 0.223
C6 0.985 -0.629 -1.292
H5 0.992 -1.724 -1.476
H6 0.911 -0.131 -2.253
H7 2.608 -0.900 0.206
N2 -0.140 -0.339 -0.458
H8 -1.546 -1.307 -1.702

Cartesian forces (eV/Å) of the 3 atoms listed first:
C 1.364 1.891 -3.155
H -0.026 0.559 0.281
C -0.166 -0.770 -0.958



Computed, not measured: C6H8N2S in the gas phase in a non-equilibrium geometry, with ωB97M-V with the def2-TZVPD basis set.

Largest force on an atom ... 0.09010 hartree/bohr
LUMO energy (alpha / beta) ... 0.86 / -1.83 eV
Calculated total energy ... -740.95709 hartree
HOMO level (alpha / beta) ... -6.36 / -9.52 eV
Spin multiplicity ... 3

Element x y z (Å)
C1 0.952 -0.461 -0.166
C2 -0.318 -0.046 0.324
S1 2.856 -1.135 -1.675
N1 -1.396 -0.482 -0.622
H1 -2.836 1.014 0.120
C3 1.204 -1.215 -1.261
C4 -0.221 0.955 1.474
H2 -0.440 0.453 2.397
N2 2.094 0.054 0.423
H3 0.821 1.397 1.465
H4 0.504 -1.692 -1.976
C5 -2.749 0.047 -0.485
H5 4.041 -0.105 0.280
C6 3.170 -0.131 -0.223
H6 -3.263 0.287 -1.394
H7 -0.965 1.759 1.399
H8 -3.453 -0.700 -0.080

Cartesian forces (eV/Å) of the 3 atoms listed first:
C -1.867 1.596 1.458
C 1.337 0.105 -0.736
S 0.872 0.162 0.276



Computed, not measured: 2 unconnected molecules or ions with the total composition C6H8N3O in a non-equilibrium geometry, with ωB97M-V with the def2-TZVPD basis set.

Largest force on an atom ... 0.10022 hartree/bohr
Charge ... +1
LUMO energy ... -4.79 eV
Calculated total energy ... -472.61933 hartree
HOMO level ... -13.95 eV

Element x y z (Å)
N1 2.404 1.758 0.001
N2 -1.988 1.041 -0.260
C1 -2.008 -1.174 0.382
O1 -0.281 2.293 -0.540
H1 1.020 -0.017 -0.004
C2 -2.671 -0.025 0.028
N3 -0.060 0.039 0.081
C3 -0.647 -1.125 0.428
H2 2.718 1.877 -0.968
H3 -2.510 -2.151 0.606
H4 2.777 2.572 0.413
H5 0.651 2.440 -0.371
C4 0.139 -2.257 0.396
H6 -3.793 -0.144 -0.022
H7 2.851 0.977 0.453
H8 1.401 -3.989 -0.365
C5 -0.722 1.138 -0.247
C6 0.720 -3.253 -0.011

Cartesian forces (eV/Å) of the 3 atoms listed first:
N -0.509 -0.039 -1.288
N -4.329 1.473 -0.575
C -0.500 -2.444 1.309



Computed, not measured: C6H8N3O2P3 in the gas phase in a non-equilibrium geometry, with ωB97M-V with the def2-TZVPD basis set.

Largest force on an atom ... 0.10051 hartree/bohr
LUMO energy (alpha / beta) ... -0.85 / -0.85 eV
Calculated total energy ... -1572.16594 hartree
HOMO level (alpha / beta) ... -8.38 / -8.38 eV

Element x y z (Å)
H1 -1.332 3.555 -3.143
H2 -1.156 -0.504 -1.533
C1 -0.799 0.546 -1.624
C2 0.259 2.353 -0.462
H3 -0.502 0.370 3.509
N1 0.909 -3.942 2.460
C3 -0.039 0.998 -0.466
C4 -0.958 2.791 -2.462
C5 -1.266 1.428 -2.575
H4 2.469 -4.413 0.530
O1 0.447 0.075 0.456
P1 0.279 -2.982 3.530
P2 1.093 -4.080 0.849
H5 1.517 -2.219 -0.446
C6 -0.276 3.239 -1.367
O2 -0.841 -0.493 3.366
H6 0.070 4.286 -1.321
N2 1.266 -2.390 0.443
H7 0.859 2.792 0.331
P3 -0.151 -1.406 0.858
N3 0.131 -1.195 2.573
H8 -1.978 1.189 -3.505

Cartesian forces (eV/Å) of the 3 atoms listed first:
H 0.008 -0.498 -0.197
H 0.395 0.756 -0.654
C -0.132 -0.929 2.157



Computed, not measured: a gas-phase ion, C6H8N3O5S (charge -1) in a non-equilibrium geometry, with ωB97M-V with the def2-TZVPD basis set.

Largest force on an atom ... 0.05870 hartree/bohr
Charge ... -1
LUMO energy (alpha / beta) ... 2.65 / 2.67 eV
Calculated total energy ... -1171.94470 hartree
HOMO level (alpha / beta) ... -4.33 / -4.40 eV

Element x y z (Å)
H1 0.141 3.093 1.732
N1 0.317 3.796 -0.950
H2 1.713 -3.527 -0.945
H3 0.239 0.623 1.963
C1 2.070 -2.534 -1.013
C2 -2.906 -0.896 0.540
O1 -1.275 -0.991 0.129
H4 1.217 2.145 0.827
C3 -0.403 0.096 0.034
O2 -0.283 2.897 -0.349
S1 -1.187 0.467 -2.417
N2 0.913 -1.753 -0.600
O3 -3.409 -1.962 0.382
H5 2.323 -2.224 -2.123
N3 -0.473 0.891 -1.176
C4 -0.494 1.047 1.301
H6 0.047 -2.281 -0.347
O4 1.983 0.210 0.091
C5 0.994 -0.507 -0.157
H7 -1.544 1.122 1.719
O5 -3.150 0.247 0.813
C6 0.231 2.376 0.931
H8 2.936 -2.336 -0.383

Cartesian forces (eV/Å) of the 3 atoms listed first:
H -0.437 0.673 -0.098
N 0.506 0.421 0.058
H 0.317 -1.259 -0.230



Computed, not measured: a molecular structure, C6H8N3O6OsP2S2, with ωB97M-V with the def2-TZVPD basis set.

Largest force on an atom ... 0.00933 hartree/bohr
Charge ... +1
LUMO energy (alpha / beta) ... -5.71 / -6.31 eV
Calculated total energy ... -2418.81781 hartree
HOMO level (alpha / beta) ... -12.67 / -12.75 eV

Element x y z (Å)
O1 -0.579 -1.796 0.064
C1 3.643 1.442 -0.773
S1 1.916 1.693 1.264
C2 3.026 2.290 0.136
N1 -1.216 -2.927 2.576
O2 0.206 -0.463 2.418
S2 3.323 -0.212 -0.769
C3 0.800 -4.418 2.817
H1 -1.550 -2.136 1.999
C4 4.608 1.919 -1.717
O3 -0.029 -4.346 -0.040
H2 -1.735 -3.767 2.308
H3 0.282 -5.266 2.371
C5 0.268 -3.106 2.273
H4 0.713 -4.465 3.903
N2 5.384 2.301 -2.473
H5 1.855 -4.505 2.557
O4 0.911 -1.818 4.506
N3 3.582 4.805 0.257
O5 2.483 -1.349 2.451
O6 1.815 -2.538 0.123
H6 -0.063 -4.508 -0.993
P1 1.055 -1.590 2.963
P2 0.374 -2.890 0.419
H7 1.431 -1.265 5.107
Os1 1.685 -0.459 0.739
H8 -1.400 -2.735 3.564
C6 3.333 3.685 0.200

Cartesian forces (eV/Å) of the 3 atoms listed first:
O 0.082 0.168 -0.046
C 0.084 -0.219 -0.193
S 0.217 0.174 -0.100